28
Properties=species:S:1:pos:R:3:forces:R:3:mulliken_charge:R:1 method="wB97M-V/def2-TZVPD" charge=0 energy_ev=-32303.1167 homo_lumo_gap_ha=0.3613 e_homo_ev=-9.203 lumo_energy_ev=0.63 smiles="[H]/N=C(/C(=O)OC(F)F)N(CC)C/C=N/[H].S" relative_energy_kj_mol=260.6 spin_multiplicity=1
C -1.03319 0.37606 1.13770 -1.5 -0.8 -1.5 -0.429
C 3.20552 0.20305 -1.09173 2.6 -1.4 -0.9 0.167
C 0.95911 -1.84435 1.66058 -0.2 2.3 -0.9 -1.549
C -0.42956 0.00559 -0.21874 0.9 1.2 1.3 -0.838
C 1.61282 -1.33339 0.37575 1.5 -0.4 1.0 0.029
C 1.83079 0.66457 -0.94966 -2.8 2.2 -0.5 0.928
C 5.24063 0.04828 -0.02259 1.1 -1.5 -0.4 0.400
N -2.18951 -0.07586 1.35734 0.1 -0.5 -1.0 -0.436
N 1.62924 1.79017 -1.58043 3.5 -3.1 0.9 -0.782
N 0.98685 -0.17042 -0.21410 1.6 0.6 -0.7 0.282
O 4.03362 0.66342 -0.09978 -0.8 1.1 -0.3 -0.346
O 3.64152 -0.51467 -1.95700 -0.9 0.6 0.5 -0.559
F 4.98961 -1.18821 0.50722 0.3 -0.2 0.2 -0.271
F 5.97516 0.72033 0.85951 0.1 0.3 0.1 -0.243
S -4.71927 0.83412 -0.98117 0.8 -2.6 -0.7 -0.314
H -0.44247 1.00238 1.72936 0.8 1.2 1.3 0.514
H 1.37355 -2.76758 1.82613 0.2 -2.6 0.5 0.437
H 1.28931 -1.26799 2.47110 0.8 1.1 1.3 0.462
H -0.09760 -1.70579 1.75962 -0.7 -1.0 -0.5 0.388
H -0.94728 -0.84296 -0.50169 -0.9 -2.0 -0.9 0.347
H -0.59528 0.75560 -0.96024 -0.6 0.8 -0.3 0.388
H 1.72467 -2.22212 -0.30708 -0.1 1.1 0.2 0.305
H 2.64282 -0.95473 0.73075 -1.5 -1.2 -0.8 0.092
H -2.75832 0.14164 2.15607 0.5 0.5 0.7 0.229
H 5.83486 -0.15270 -0.95146 -0.9 0.7 0.6 0.287
H 0.76758 2.19740 -1.56292 -3.1 1.0 0.3 0.217
H -5.95883 0.56088 -0.68722 -1.2 0.3 0.3 0.134
H -4.65178 -0.59375 -1.28039 0.4 2.3 0.4 0.162